No. 1
This record from the OMol25 dataset describes C19H14NO4RhTe as an isolated structure. The level of theory is wB97M-V/def2-TZVPD.

The geometry in XYZ format:
```
40
C19H14NO4RhTe wB97M-V/def2-TZVPD
Rh -1.131 -0.199 -1.904
O 0.466 3.376 -3.132
C 0.084 2.186 -2.798
O -0.975 1.932 -2.210
C 1.019 1.081 -3.173
C 2.274 1.141 -3.738
C 2.954 -0.065 -3.952
C 2.374 -1.280 -3.609
C 1.109 -1.272 -3.041
N 0.493 -0.109 -2.858
C 0.312 -2.466 -2.523
O 0.710 -3.580 -2.602
O -0.880 -2.118 -1.986
H -0.199 4.048 -2.886
H 2.704 2.096 -4.010
H 3.947 -0.043 -4.382
H 2.868 -2.231 -3.767
Te 0.201 -0.118 0.301
C -0.456 1.525 1.403
C -1.791 1.851 1.612
C -2.084 2.898 2.469
C -1.055 3.596 3.095
C 0.271 3.261 2.868
C 0.590 2.221 2.004
C -0.481 -1.735 1.420
C -1.825 -2.043 1.597
C -2.149 -3.094 2.438
C -1.141 -3.814 3.072
C 0.194 -3.497 2.874
C 0.544 -2.451 2.030
H -2.592 1.304 1.132
H -3.114 3.167 2.657
H -1.292 4.412 3.763
H 1.064 3.810 3.357
H 1.628 1.967 1.825
H -2.610 -1.485 1.103
H -3.186 -3.351 2.601
H -1.403 -4.639 3.721
H 0.970 -4.069 3.364
H 1.589 -2.218 1.864
```

Calculated values
E_LUMO: -9.1 eV
molar mass: 550.8 g/mol
orbital gap: 6.3010 eV
net charge: +2
energy: -1466.1044 Ha
energy above the lowest of the compared OMol25 structures with the same formula, charge and spin: 1.007 eV


No. 2
This record from the OMol25 dataset describes a 2-piece molecular cluster, C19H15BClN2O8S overall. The level of theory is wB97M-V/def2-TZVPD.

The geometry in XYZ format:
```
47
C19H15BClN2O8S wB97M-V/def2-TZVPD
N -0.747 8.071 0.137
C -1.183 6.759 0.476
C -1.482 6.393 1.777
C -1.936 5.114 2.064
C -2.094 4.177 1.056
C -1.794 4.543 -0.256
C -1.343 5.821 -0.539
S -2.071 3.379 -1.550
C -1.576 1.927 -0.673
C -0.913 0.887 -1.315
C -0.588 -0.277 -0.625
C -0.918 -0.418 0.723
C -0.534 -1.652 1.494
C 0.642 -1.414 2.444
C 1.914 -0.930 1.764
Cl 2.450 -2.041 0.477
C -1.566 0.640 1.360
C -1.902 1.805 0.677
N -2.572 2.874 1.317
H -0.626 8.622 0.979
H 0.160 8.036 -0.314
H -1.353 7.108 2.583
H -2.155 4.841 3.092
H -1.118 6.099 -1.562
H -0.647 1.001 -2.360
H -0.068 -1.076 -1.140
H -1.390 -1.984 2.089
H -0.280 -2.457 0.802
H 0.853 -2.326 3.005
H 0.359 -0.638 3.168
H 1.780 0.051 1.308
H 2.734 -0.876 2.478
H -1.818 0.551 2.416
H -2.654 2.706 2.310
B 1.882 -5.795 -2.282
O 2.994 -5.905 -1.319
C 2.552 -5.688 -0.091
O 3.199 -5.701 0.915
C 1.038 -5.398 -0.187
O 0.312 -5.141 0.731
O 0.697 -5.470 -1.462
O 2.138 -4.757 -3.298
C 2.111 -5.292 -4.509
O 2.281 -4.721 -5.545
C 1.817 -6.803 -4.341
O 1.721 -7.602 -5.226
O 1.693 -7.041 -3.045
```

Calculated values
E_LUMO: 2.1 eV
molar mass: 477.7 g/mol
orbital gap: 8.0856 eV
net charge: -1
energy: -2328.0814 Ha


No. 3
This record from the OMol25 dataset describes C19H15Br2N5O4STi as an isolated structure at a distorted geometry. The level of theory is wB97M-V/def2-TZVPD.

The geometry in XYZ format:
```
47
C19H15Br2N5O4STi wB97M-V/def2-TZVPD
Ti 0.181 -0.393 -0.859
N 0.831 -4.514 0.988
C 0.452 -3.278 0.564
S 1.662 -2.315 -0.229
N -0.774 -2.929 0.815
N -1.085 -1.654 0.336
C -2.332 -1.366 0.453
C -2.971 -0.106 0.122
C -4.366 -0.039 0.225
C -5.042 1.138 -0.021
C -4.316 2.278 -0.362
C -2.938 2.244 -0.463
C -2.259 1.048 -0.233
O -0.930 1.022 -0.323
H 1.804 -4.749 1.019
H 0.189 -5.018 1.576
H -2.980 -2.155 0.827
H -4.910 -0.935 0.500
H -6.120 1.175 0.052
H -4.835 3.209 -0.553
H -2.364 3.121 -0.727
Br 3.822 2.733 -2.229
C 3.302 2.347 -0.464
C 3.937 3.029 0.603
C 3.593 2.781 1.897
Br 4.474 3.719 3.281
C 2.585 1.830 2.214
C 2.141 1.482 3.511
C 1.156 0.550 3.657
C 0.596 -0.055 2.510
N 0.997 0.241 1.303
C 1.970 1.171 1.142
C 2.322 1.427 -0.210
O 1.681 0.735 -1.143
H 4.705 3.754 0.371
H 2.588 1.960 4.372
H 0.794 0.266 4.635
H -0.187 -0.799 2.596
N 1.385 -1.115 -3.061
C 0.397 -1.776 -3.890
C -1.000 -1.385 -3.442
O -2.003 -1.590 -4.063
O -0.987 -0.783 -2.247
H 1.660 -0.207 -3.415
H 2.218 -1.669 -2.920
H 0.477 -2.856 -3.755
H 0.482 -1.576 -4.959
```

Calculated values
E_LUMO: -0.6 eV
molar mass: 617.1 g/mol
orbital gap: 7.4176 eV
net charge: 0
energy: -7703.6863 Ha
energy above the lowest of the compared OMol25 structures with the same formula, charge and spin: 0.245 eV